DFT (the ωB97M-V functional and the def2-TZVPD basis) results for 15 unconnected molecules or ions with the total composition C44H105F6N8O25S2 in a non-equilibrium geometry.

Values from the calculation:
E_HOMO (eV): -4.36
E_tot (eV): -148409.1507
Gap between HOMO and LUMO (eV): 5.12
Total charge: -1

The geometry in XYZ format:
```
190
Properties=species:S:1:pos:R:3:forces:R:3:mulliken_charge:R:1
C 1.94389 -0.22233 -1.93164 -2.019 -0.650 0.772 -0.5295
F 2.65416 0.69623 -1.32655 0.535 0.331 0.596 -0.0923
F 1.78246 0.15255 -3.19120 0.231 -0.252 -0.329 -0.0218
F 2.52859 -1.41334 -1.84614 0.463 0.031 -0.343 0.2806
S 0.19492 -0.43312 -1.19568 0.442 0.910 -1.810 0.6393
O -0.21741 0.94900 -0.94133 0.645 -1.021 0.565 0.3541
O -0.52618 -1.05909 -2.28652 0.822 -0.233 1.428 -0.5910
N 0.53324 -1.37971 0.18783 -0.873 1.714 -2.611 0.0098
S -0.73559 -1.03548 1.06431 -1.813 0.696 3.561 0.1002
O -0.52488 0.02941 2.03606 0.551 -0.799 -0.347 -0.0813
O -2.00855 -0.89196 0.40379 0.210 -0.631 -0.901 -0.6306
C -0.94264 -2.60968 2.09767 0.321 0.636 -0.593 -0.2906
F -0.92167 -3.68249 1.32029 0.257 -0.222 -0.208 -0.1243
F 0.00959 -2.67431 3.00580 0.379 -0.182 0.130 -0.0723
F -2.11271 -2.58185 2.71110 -0.401 0.218 0.165 -0.0905
C 9.03125 3.36769 -0.06360 1.095 0.249 0.100 -1.5859
C 7.57904 2.97363 -0.10344 0.641 -0.719 -0.188 0.6201
C 7.34145 1.84656 -1.10166 0.012 -0.757 1.261 -1.1764
O 5.96036 1.63400 -1.22996 0.580 0.544 -0.581 0.0692
C 5.52314 1.33901 -2.54944 -0.268 -0.169 -0.313 -0.6058
N 7.15660 2.47568 1.27586 -0.552 0.964 -0.522 -0.0552
H 6.15479 2.23949 1.23079 -0.875 -0.069 0.570 0.0750
H 7.65638 1.67664 1.66350 0.192 -0.071 -0.425 0.4017
H 7.23330 3.23588 1.95305 -0.257 -0.080 0.123 0.4102
H 9.68958 2.57330 0.30052 -0.277 -0.103 0.307 0.3741
H 9.21189 4.26306 0.53358 -0.092 -0.099 0.168 0.4087
H 9.47985 3.58431 -1.03472 -0.578 0.102 -0.226 0.4178
H 6.94875 3.82323 -0.35642 -0.212 -0.054 0.257 0.2232
H 7.77172 0.93985 -0.64626 0.210 -0.067 -0.119 0.3641
H 7.94023 2.00874 -1.99920 -0.554 0.276 -0.362 0.4721
H 4.49012 1.67661 -2.59858 0.016 -0.243 -0.125 -0.0577
H 5.61179 0.27194 -2.77773 -0.203 -0.030 0.201 0.2332
H 6.08917 1.85471 -3.33194 0.123 0.282 0.274 0.4986
C 4.40374 -1.34702 0.90430 -0.919 0.174 0.367 -1.1797
C 3.84153 -2.65314 1.45955 1.413 -0.188 0.036 0.8704
C 3.24496 -2.57941 2.85860 -1.359 0.395 -0.674 -0.3318
O 2.69759 -3.81350 3.24030 0.372 -0.196 0.305 -0.0845
C 3.60423 -4.88483 3.50708 0.126 0.575 0.513 -0.7825
N 2.83933 -3.24732 0.53598 -1.427 0.139 1.112 2.2115
H 3.11278 -3.46824 -0.42798 0.487 -0.629 -0.205 -0.2478
H 2.42476 -4.07466 1.01217 0.637 -0.822 -0.546 0.3103
H 2.00354 -2.63938 0.49706 0.332 0.333 -0.330 -0.8894
H 4.93062 -1.52000 -0.03248 -0.090 0.116 -0.077 0.4749
H 5.05351 -0.81888 1.60313 0.167 -0.363 0.139 0.4913
H 3.56287 -0.65768 0.78827 0.121 0.100 -0.449 -0.2559
H 4.66743 -3.36209 1.54460 -0.075 -0.218 -0.336 0.2805
H 2.34384 -1.95711 2.85148 0.198 0.357 -0.146 -0.4157
H 3.93950 -2.07083 3.53494 0.249 -0.552 0.257 0.4849
H 4.08359 -5.24836 2.59955 -0.184 -0.313 0.009 0.2695
H 3.02051 -5.64355 4.01893 -0.048 -0.235 -0.425 0.2566
H 4.35637 -4.55809 4.23617 0.139 0.132 -0.121 0.3358
C -2.03985 3.01241 -2.78303 0.774 0.599 0.320 -0.2318
C -3.01731 3.33414 -3.89610 0.197 0.885 -0.231 0.2737
C -4.46744 3.32475 -3.48707 -0.150 -1.115 -0.857 -0.3042
O -5.28134 3.54765 -4.64184 0.138 0.645 0.337 -0.4089
C -6.62906 3.50946 -4.25082 -0.951 -0.591 0.065 -0.7734
N -2.74387 4.75316 -4.35580 0.550 0.671 0.054 0.0066
H -3.17418 4.95786 -5.25634 -0.349 -0.051 0.210 0.4556
H -3.01411 5.45318 -3.66474 -0.453 -0.154 -0.084 0.4331
H -1.72880 4.96568 -4.49167 0.897 -0.297 -0.347 0.0414
H -0.99352 3.09491 -3.09163 -0.137 -0.375 -0.626 -0.4871
H -2.13635 2.04767 -2.29198 -0.353 -0.129 -0.341 0.0789
H -2.04281 3.77959 -2.00042 -0.705 -0.038 0.086 0.2122
H -2.86811 2.77691 -4.81916 -0.081 -0.680 0.385 0.0045
H -4.71277 4.08141 -2.73502 0.196 -0.028 0.274 0.5332
H -4.66604 2.31049 -3.13440 -0.067 0.067 0.312 -0.0207
H -6.84237 2.54535 -3.77493 0.002 0.031 0.132 0.2672
H -7.32680 3.57306 -5.08612 0.522 0.056 -0.406 0.3182
H -6.94770 4.30288 -3.56389 0.469 0.128 0.148 0.3197
C -8.31784 -2.68087 0.10417 0.717 0.562 0.361 -1.7328
C -6.80673 -2.34400 0.13591 -1.254 -0.502 0.276 0.2750
C -6.51670 -0.88322 -0.10026 -0.071 -0.232 -0.936 -0.6414
O -5.20254 -0.81188 -0.58140 0.167 0.102 0.555 -0.2059
C -4.78451 0.50269 -0.90134 -0.288 -0.041 -0.173 -0.7208
N -6.23069 -2.79085 1.45838 0.879 -0.515 -0.709 0.1143
H -6.93246 -3.28297 2.00428 0.186 0.088 0.296 0.3570
H -5.42919 -3.40445 1.29637 -0.218 -0.195 0.031 0.4494
H -5.82452 -2.03364 2.04574 -0.697 0.798 0.935 -0.1473
H -8.88213 -2.04808 0.79118 -0.009 0.028 0.014 0.3835
H -8.47365 -3.72147 0.38732 -0.092 -0.058 -0.188 0.4686
H -8.66619 -2.49610 -0.90888 -0.155 -0.176 0.011 0.4372
H -6.37509 -2.97619 -0.63676 0.475 0.331 -0.020 0.2366
H -6.71572 -0.27584 0.79039 0.242 -0.050 0.203 0.4809
H -7.23263 -0.55414 -0.86593 0.040 0.156 -0.116 0.4306
H -3.71162 0.50409 -1.07740 -0.016 -0.227 -0.038 -0.0582
H -5.01985 1.19521 -0.08873 -0.045 0.000 0.059 0.3038
H -5.30973 0.82741 -1.80382 0.052 0.046 -0.071 0.4461
C 1.80737 -2.77357 -5.76921 -0.132 0.347 1.088 -1.2461
C 1.55931 -3.59475 -4.51655 0.106 -0.515 0.244 1.3935
C 0.09273 -3.73653 -4.17194 -0.687 -0.566 -0.057 -0.4609
O -0.16142 -4.76431 -3.24084 0.314 -0.708 -0.199 -0.5044
C 0.02856 -4.47792 -1.86193 -0.698 1.177 0.380 0.8429
N 2.08778 -5.00979 -4.73471 1.040 0.096 -0.040 -0.0620
H 1.99043 -5.58428 -3.88384 -0.189 0.115 0.064 0.2929
H 1.73123 -5.49596 -5.55662 -0.563 0.086 0.216 0.3982
H 3.09497 -4.93111 -4.90253 0.038 -0.082 0.369 0.4125
H 2.87303 -2.54978 -5.82262 0.028 -0.227 -0.617 0.4176
H 1.31492 -1.81077 -5.61892 -0.098 -0.033 -0.111 -0.0403
H 1.35255 -3.24933 -6.63649 0.309 0.056 -0.210 0.4708
H 2.18287 -3.28978 -3.67272 -0.197 0.238 0.064 -0.9030
H -0.40328 -4.07189 -5.08990 -0.157 0.081 -0.007 0.4101
H -0.40450 -2.80717 -3.89113 0.353 0.224 0.041 0.0179
H -0.19565 -3.41571 -1.72811 0.457 0.133 0.144 -0.3955
H 0.99447 -4.76771 -1.44591 0.178 -0.069 -0.369 -0.4168
H -0.74948 -4.94686 -1.26071 0.044 -0.549 -0.345 0.1311
C -0.98179 0.99396 5.37888 0.679 0.180 -0.120 -0.8732
C -1.82514 1.88162 6.24966 -0.492 -0.135 1.165 -0.1341
C -2.45151 3.06092 5.51674 0.647 0.107 0.027 -0.6581
O -1.43410 3.86664 4.96237 0.538 0.042 -0.167 -0.2304
C -1.95065 5.05355 4.41935 0.014 0.397 0.254 -0.7964
N -2.95911 1.12797 6.92308 0.133 0.396 -0.050 0.0761
H -3.45829 1.63861 7.65132 0.358 0.367 -0.079 0.4524
H -3.67929 0.91847 6.21933 -0.197 -1.187 -0.483 0.3186
H -2.54742 0.30598 7.40016 -0.266 -1.241 -0.459 0.3520
H -0.10845 1.61170 5.15177 -0.178 0.013 -0.569 0.3478
H -1.50912 0.68426 4.47717 0.115 0.076 -0.080 -0.0975
H -0.52914 0.11692 5.84188 -0.581 -0.057 0.431 0.4815
H -1.27238 2.23297 7.12319 0.413 0.256 -0.340 0.3802
H -2.96746 3.66299 6.27696 -0.552 -0.050 -0.291 0.4527
H -3.08126 2.70580 4.69344 -0.473 -0.055 0.340 0.2460
H -2.51396 5.58128 5.19638 -0.361 0.052 -0.199 0.3563
H -2.55389 4.89019 3.52064 -0.293 -0.152 0.142 0.3127
H -1.15790 5.74356 4.12737 0.381 -0.372 0.106 0.2043
C 1.70553 3.68537 0.40573 -0.441 0.435 0.055 -1.3342
C 0.30504 4.01427 -0.12004 0.672 -0.455 1.146 0.8190
C -0.75502 3.55739 0.87280 -0.593 -0.690 -0.639 0.8024
O -2.04390 3.77735 0.31034 -0.004 0.086 0.279 -0.4946
C -3.00968 2.96127 0.95753 0.163 -0.491 0.291 0.0167
N 0.23749 5.50992 -0.33699 0.571 -0.039 -1.051 0.1908
H 0.35114 6.09017 0.49145 -0.207 -0.259 0.200 0.4108
H 1.01369 5.72209 -0.98542 -0.186 0.069 -0.297 0.4600
H -0.60354 5.75212 -0.86038 -0.106 0.089 0.248 0.3469
H 2.46573 3.88463 -0.34894 0.036 0.135 0.063 0.4277
H 1.80294 2.64535 0.70276 -0.144 -0.022 -0.085 -0.5413
H 1.86242 4.29254 1.30076 0.412 -0.100 0.051 0.6125
H 0.20242 3.60038 -1.11938 -0.460 -0.175 0.087 -0.5721
H -0.72436 3.99100 1.88043 0.473 0.399 -0.113 0.5848
H -0.63798 2.47884 1.02611 0.306 -0.006 -0.125 -0.8748
H -3.14986 3.22706 2.01120 -0.205 0.465 -0.075 -0.1400
H -2.70275 1.91177 1.02458 0.243 -0.005 -0.473 -0.2731
H -3.93729 3.00257 0.39613 -0.065 0.282 0.071 0.6146
C 1.58981 3.63274 -4.66239 -0.019 0.433 -1.456 -0.6129
C 0.81558 4.87707 -4.22326 1.094 -0.535 0.330 0.7830
O -0.13321 5.27626 -4.94542 -0.657 0.070 0.514 -0.8907
O 1.28056 5.39316 -3.17326 -0.977 0.436 0.486 -0.7331
H 1.13456 2.69788 -4.33662 0.200 0.043 0.421 -0.0566
H 2.63418 3.78432 -4.40112 -0.041 -0.480 0.507 0.2930
H 1.58381 3.58021 -5.75736 -0.203 -0.020 0.057 0.3668
C 5.07698 -2.77587 -3.06307 -0.480 1.089 1.179 -0.0272
C 4.85760 -4.24372 -2.66952 0.357 -1.517 0.159 0.1449
O 3.73133 -4.61286 -2.19870 -0.252 1.438 -0.396 -0.6401
O 5.82135 -5.01174 -2.84043 -0.002 0.559 -0.298 -0.7724
H 4.58556 -2.12053 -2.33143 -0.141 -0.254 -0.012 -0.3843
H 4.60845 -2.46707 -4.00068 0.293 -0.289 -0.265 0.1461
H 6.11753 -2.46307 -2.97721 0.170 -0.406 -0.631 0.3893
C -1.06773 0.11605 -5.60842 0.967 -0.458 0.311 -0.3896
C -2.38106 -0.53696 -5.20212 -1.910 -0.386 0.261 0.4214
O -2.73021 -1.61393 -5.73199 0.938 -0.034 -0.243 -0.8059
O -3.10672 0.09052 -4.37465 0.606 0.833 0.100 -0.5550
H -0.48046 -0.52373 -6.27168 -0.364 0.122 -0.440 0.3307
H -0.40572 0.21023 -4.73987 -0.333 0.326 0.223 -0.4097
H -1.22878 1.10124 -6.04426 0.029 0.026 -0.063 0.4009
C 0.10569 -6.83397 1.11426 -1.081 -0.363 -0.004 -0.9931
C 1.35238 -6.79964 0.26743 3.164 -1.520 -1.592 0.7737
O 2.46230 -6.35661 0.71196 -1.155 1.532 1.273 -0.6523
O 1.37524 -7.41749 -0.83664 -1.768 0.545 0.480 -0.7525
H -0.25606 -7.86521 1.06779 0.155 -0.054 0.159 0.3688
H -0.73757 -6.28749 0.68156 0.241 0.284 -0.116 0.1344
H 0.19912 -6.54840 2.16068 0.347 0.166 -0.075 0.2445
C -1.23877 -3.07073 6.12925 -0.500 0.695 -0.645 -0.0183
C -1.67511 -2.76580 7.55685 0.532 -0.131 1.014 0.2220
O -2.10164 -1.59929 7.82337 -0.304 0.995 -0.557 -0.7280
O -1.50814 -3.66244 8.40074 -0.181 -0.110 -0.245 -0.7577
H -2.09721 -3.05401 5.44801 -0.189 -0.340 0.215 0.0681
H -0.71622 -4.01874 6.05698 0.083 0.039 -0.037 0.3313
H -0.66255 -2.23340 5.72355 0.417 -0.182 0.230 -0.1807
C 2.43189 1.17104 3.08471 0.176 -0.334 -0.025 1.0651
C 3.53626 2.20636 3.19368 0.012 1.015 1.452 0.1085
O 4.26353 2.45397 2.19363 0.965 -0.281 -1.459 -0.6718
O 3.66014 2.76699 4.30747 -0.065 -0.295 -0.511 -0.8107
H 1.66269 1.34727 2.33259 0.035 0.274 0.046 -0.5302
H 1.98381 1.09182 4.07102 -0.186 -0.242 -0.114 0.2425
H 2.88530 0.22295 2.79167 -0.034 -0.090 0.151 -0.6089
C -4.11281 -0.07634 2.61323 1.153 -0.133 -1.037 1.1180
C -5.01300 -0.33596 3.78520 -0.768 0.939 0.596 0.2752
O -4.75388 0.27256 4.84686 0.395 0.152 0.363 -0.7688
O -6.04870 -1.03614 3.61153 0.290 -0.754 -0.990 -0.8846
H -4.59351 0.31783 1.71606 -0.478 0.200 0.354 -0.3077
H -3.61609 -0.95197 2.19184 -0.210 -0.278 0.367 -0.0929
H -3.28063 0.58813 2.84648 -0.121 0.072 0.221 -0.5383
```
Positions in Å, forces in eV/Å.